(1)
# C2H7NO3

A cluster of 2 separate species, C2H7NO3 in total at a distorted geometry (ωB97M-V with the def2-TZVPD basis set, the Open Molecules 2025 dataset).

Element x y z (Å)
N (0.13, -1.06, -0.76)
C (1.46, -0.69, -0.41)
O (1.52, 0.71, -0.19)
H (-0.18, -0.98, -1.74)
H (-0.09, -2.04, -0.57)
H (2.15, -1.00, -1.22)
H (1.84, -1.13, 0.51)
H (1.98, 1.11, -0.94)
O (-3.18, 0.79, 1.57)
C (-2.10, 1.13, 1.29)
O (-1.46, 0.86, 0.09)
H (-1.49, 1.75, 1.96)
H (-0.59, 0.54, 0.39)

Results
highest occupied orbital energy (alpha / beta)	-0.5653 / -0.5403	Eh
LUMO level (alpha / beta)	-0.1402 / -0.3625	hartree
frontier orbital gap (alpha / beta)	11.570 / 4.838	eV
ΔE to the lowest compared entry with this formula, charge and spin	197.1	kJ/mol
2S+1	2
molar mass	93.08	g mol⁻¹
charge	+1
F_max	0.0543	hartree/bohr
<S²>	0.76

---

(2)
# C4H6N2

The molecule C4H6N2 at a distorted geometry (ωB97M-V with the def2-TZVPD basis set, the Open Molecules 2025 dataset).

Element x y z (Å)
N (-2.11, -0.01, 0.01)
C (-0.65, 0.08, -0.20)
C (0.18, 1.13, 0.02)
C (1.44, 0.70, 0.12)
N (1.34, -0.70, 0.22)
C (0.06, -1.13, -0.14)
H (-2.68, 0.81, 0.18)
H (-2.62, -0.73, 0.59)
H (-0.10, 2.33, -0.31)
H (2.42, 1.30, -0.27)
H (2.09, -1.31, -0.49)
H (0.03, -2.15, -0.14)

Results
highest occupied orbital energy	-0.2803	Eh
LUMO level	0.0362	hartree
frontier orbital gap	8.611	eV
ΔE to the lowest compared entry with this formula, charge and spin	327.2	kJ/mol
structure (SMILES)	Nc1cc[nH]c1
molar mass	82.11	g mol⁻¹
F_max	0.1437	hartree/bohr

---

(3)
# C46H36IN4O2ReS2

A structure of composition C46H36IN4O2ReS2 at a distorted geometry (ωB97M-V with the def2-TZVPD basis set, the Open Molecules 2025 dataset).

Element x y z (Å)
Re (0.91, 0.69, -0.09)
I (3.05, 0.33, -1.64)
C (2.94, 2.40, -2.21)
C (3.82, 2.85, -3.12)
C (3.93, 4.27, -3.37)
C (3.17, 5.12, -2.70)
C (2.23, 4.63, -1.63)
C (1.44, 5.52, -0.84)
C (0.68, 5.09, 0.18)
C (0.54, 3.68, 0.32)
C (1.14, 2.76, -0.54)
C (2.07, 3.23, -1.49)
H (4.59, 2.15, -3.51)
H (4.65, 4.62, -4.13)
H (3.26, 6.24, -2.80)
H (1.51, 6.52, -1.13)
H (0.14, 5.75, 0.83)
H (0.01, 3.43, 1.19)
C (-5.80, 4.47, -0.10)
C (-4.62, 3.50, -0.24)
C (-3.36, 3.86, -0.73)
C (-2.31, 2.94, -0.69)
C (-2.59, 1.62, -0.21)
C (-3.84, 1.27, 0.28)
C (-4.83, 2.22, 0.24)
S (-1.34, 0.32, -0.11)
O (-1.86, -0.87, 0.52)
C (-0.79, -0.09, -1.76)
C (-0.71, 0.91, -2.74)
C (-0.10, 0.59, -3.94)
C (0.48, -0.66, -4.20)
C (1.07, -0.93, -5.44)
C (1.64, -2.14, -5.66)
C (1.75, -3.07, -4.62)
C (1.21, -2.81, -3.39)
C (0.52, -1.60, -3.10)
C (-0.19, -1.40, -1.92)
C (-0.51, -2.61, -1.13)
C (-1.67, -3.34, -1.49)
C (-2.45, -3.06, -2.67)
C (-3.47, -3.84, -3.05)
C (-3.88, -4.91, -2.17)
C (-3.15, -5.26, -1.04)
C (-2.00, -4.51, -0.68)
C (-1.13, -4.92, 0.36)
C (0.04, -4.25, 0.63)
C (0.26, -3.03, -0.01)
S (1.51, -1.86, 0.45)
O (2.94, -2.21, 0.12)
C (1.29, -2.04, 2.28)
C (0.03, -2.13, 2.96)
C (0.06, -2.33, 4.32)
C (1.25, -2.53, 5.02)
C (1.37, -2.79, 6.53)
C (2.45, -2.53, 4.23)
C (2.47, -2.31, 2.90)
H (-6.72, 3.94, 0.13)
H (-5.88, 5.01, -1.03)
H (-5.51, 5.28, 0.53)
H (-3.12, 4.76, -1.24)
H (-1.30, 3.27, -0.94)
H (-3.92, 0.21, 0.54)
H (-5.82, 1.98, 0.59)
H (-1.14, 1.86, -2.42)
H (-0.15, 1.32, -4.71)
H (1.19, -0.09, -6.17)
H (2.03, -2.43, -6.62)
H (2.23, -4.04, -4.73)
H (1.18, -3.53, -2.56)
H (-2.13, -2.21, -3.29)
H (-4.01, -3.59, -3.95)
H (-4.74, -5.56, -2.35)
H (-3.45, -6.07, -0.41)
H (-1.40, -5.84, 0.84)
H (0.72, -4.57, 1.43)
H (-0.86, -2.01, 2.37)
H (-0.86, -2.48, 4.92)
H (0.59, -3.35, 6.97)
H (1.21, -1.77, 7.11)
H (2.47, -3.02, 6.81)
H (3.46, -2.56, 4.67)
H (3.35, -2.38, 2.29)
N (3.41, 1.48, 5.89)
C (2.50, 1.16, 5.02)
N (1.29, 0.84, 5.44)
N (2.80, 1.39, 3.73)
C (2.05, 1.14, 2.73)
N (1.51, 0.96, 1.71)
H (3.24, 1.30, 6.85)
H (4.33, 1.77, 5.54)
H (1.14, 0.48, 6.39)
H (0.52, 0.44, 4.81)

Results
highest occupied orbital energy (alpha / beta)	-0.5564 / -0.5563	Eh
LUMO level (alpha / beta)	-0.3227 / -0.3876	hartree
frontier orbital gap (alpha / beta)	6.361 / 4.590	eV
ΔE to the lowest compared entry with this formula, charge and spin	260.2	kJ/mol
2S+1	4
molar mass	1054.07	g mol⁻¹
charge	+3
F_max	0.0834	hartree/bohr
<S²>	3.80

---

(4)
# C9H12

The molecule C9H12 at a distorted geometry (ωB97M-V with the def2-TZVPD basis set, the Open Molecules 2025 dataset).

Element x y z (Å)
C (3.44, -0.28, 0.17)
C (2.45, 0.57, 0.43)
C (0.74, 0.36, -0.04)
C (-0.12, 0.97, -1.05)
C (-0.41, 1.23, 0.35)
C (-1.77, 0.62, 0.91)
C (-1.94, -0.80, 0.67)
C (-1.29, -1.30, -0.62)
C (-0.01, -0.52, -0.98)
H (4.47, -0.14, 0.36)
H (3.39, -1.37, -0.13)
H (2.62, 1.64, 0.72)
H (-0.10, 1.63, -1.83)
H (-0.19, 2.28, 0.79)
H (-2.55, 1.21, 0.41)
H (-1.82, 0.84, 1.98)
H (-1.65, -1.49, 1.45)
H (-3.03, -1.04, 0.46)
H (-0.95, -2.36, -0.56)
H (-1.88, -1.04, -1.63)
H (0.60, -1.01, -1.86)

Results
highest occupied orbital energy	-0.3170	Eh
LUMO level	0.0407	hartree
frontier orbital gap	9.734	eV
ΔE to the lowest compared entry with this formula, charge and spin	382.2	kJ/mol
structure (SMILES)	C=C[C@@]12[C@@H]3[C@H]1CCC[C@@H]32
molar mass	120.19	g mol⁻¹
F_max	0.0985	hartree/bohr

---

(5)
# C21H23AsNO7PdSSi

A structure of composition C21H23AsNO7PdSSi (ωB97M-V with the def2-TZVPD basis set, the Open Molecules 2025 dataset).

Element x y z (Å)
Pd (0.36, 0.09, -0.07)
C (-3.13, 1.85, 0.71)
Si (-1.56, 2.54, -0.02)
C (-1.63, 4.42, 0.18)
C (-1.47, 2.20, -1.84)
N (-0.11, 1.89, 0.71)
C (0.56, 2.46, 1.78)
C (-0.09, 3.26, 2.73)
C (0.58, 3.87, 3.79)
C (1.94, 3.68, 3.95)
C (2.61, 2.87, 3.04)
C (1.94, 2.27, 2.00)
O (2.67, 1.48, 1.13)
C (2.59, 0.11, 1.31)
C (1.89, -0.47, 2.37)
C (1.98, -1.85, 2.54)
C (2.72, -2.63, 1.67)
C (3.37, -2.03, 0.59)
C (3.32, -0.66, 0.42)
H (-3.27, 2.23, 1.73)
H (-3.12, 0.76, 0.73)
H (-3.98, 2.18, 0.10)
H (-1.99, 4.87, -0.75)
H (-0.64, 4.83, 0.39)
H (-2.30, 4.72, 0.99)
H (-2.42, 2.45, -2.33)
H (-1.25, 1.15, -2.08)
H (-0.68, 2.81, -2.28)
H (-1.16, 3.41, 2.64)
H (0.03, 4.48, 4.49)
H (2.48, 4.15, 4.76)
H (3.67, 2.67, 3.13)
H (1.33, 0.14, 3.06)
H (1.43, -2.31, 3.35)
H (2.74, -3.70, 1.79)
H (3.87, -2.64, -0.14)
H (3.81, -0.18, -0.42)
O (1.13, -1.71, -4.37)
As (1.11, -2.05, -2.62)
O (2.35, -3.03, -2.22)
O (1.09, -0.46, -2.02)
C (-0.60, -3.02, -2.70)
C (-0.86, -3.69, -3.89)
C (-1.98, -4.50, -4.01)
C (-2.86, -4.65, -2.96)
C (-2.63, -3.98, -1.76)
C (-1.51, -3.18, -1.65)
S (-1.28, -2.23, -0.17)
O (-1.76, -0.88, -0.53)
O (0.20, -2.19, -0.05)
O (-1.96, -2.84, 0.93)
H (1.79, -1.02, -4.50)
H (-0.17, -3.59, -4.71)
H (-2.16, -5.02, -4.95)
H (-3.73, -5.28, -3.06)
H (-3.30, -4.07, -0.92)

Results
highest occupied orbital energy (alpha / beta)	-0.1897 / -0.1901	Eh
LUMO level (alpha / beta)	0.1051 / 0.0626	hartree
frontier orbital gap (alpha / beta)	8.020 / 6.876	eV
2S+1	3
molar mass	642.91	g mol⁻¹
charge	-1
F_max	0.0126	hartree/bohr
<S²>	2.01

---

(6)
# C22H24F2MnN2O5

A structure of composition C22H24F2MnN2O5 (ωB97M-V with the def2-TZVPD basis set, the Open Molecules 2025 dataset).

Element x y z (Å)
Mn (-0.07, 0.09, 0.31)
C (-0.31, 6.91, 0.72)
O (-0.59, 6.56, -0.62)
C (-0.63, 5.24, -0.92)
C (-0.89, 4.94, -2.28)
C (-0.95, 3.64, -2.67)
C (-0.77, 2.55, -1.77)
C (-0.88, 1.20, -2.25)
C (-1.27, 0.87, -3.67)
O (-0.68, 0.20, -1.54)
C (-0.48, 2.86, -0.40)
O (-0.26, 2.00, 0.53)
C (-0.43, 4.23, -0.02)
H (-0.31, 8.00, 0.75)
H (0.67, 6.54, 1.03)
H (-1.07, 6.52, 1.40)
H (-1.03, 5.76, -2.98)
H (-1.14, 3.43, -3.71)
H (-1.71, 1.68, -4.23)
H (-1.97, 0.04, -3.64)
H (-0.38, 0.52, -4.19)
H (-0.22, 4.42, 1.02)
N (0.57, -0.15, 2.16)
C (1.24, -0.31, 3.08)
C (2.10, -0.46, 4.22)
C (3.47, -0.54, 4.01)
C (4.31, -0.67, 5.10)
C (3.79, -0.73, 6.38)
C (2.41, -0.65, 6.59)
C (1.56, -0.51, 5.50)
H (3.85, -0.49, 3.00)
H (5.38, -0.73, 4.95)
H (4.45, -0.83, 7.23)
H (2.01, -0.69, 7.59)
H (0.49, -0.45, 5.65)
O (-3.24, 1.08, -0.12)
C (-3.12, 0.00, 0.63)
O (-2.05, -0.49, 0.93)
C (-4.42, -0.59, 1.14)
N (-5.57, 0.17, 0.61)
C (-6.36, 0.67, 1.75)
C (-6.00, -0.24, 2.92)
C (-4.51, -0.48, 2.67)
H (-4.45, -1.63, 0.82)
H (-6.14, -0.41, 0.00)
H (-4.22, 1.22, -0.19)
H (-7.42, 0.67, 1.50)
H (-6.07, 1.70, 1.96)
H (-6.56, -1.17, 2.85)
H (-6.20, 0.22, 3.89)
H (-4.12, -1.37, 3.16)
H (-3.93, 0.37, 3.02)
F (1.99, -1.39, -0.81)
C (1.83, -0.09, -0.29)
F (2.87, 0.02, 0.66)
H (2.14, 0.58, -1.10)

Results
highest occupied orbital energy (alpha / beta)	-0.2593 / -0.2418	Eh
LUMO level (alpha / beta)	0.0128 / 0.0130	hartree
frontier orbital gap (alpha / beta)	7.403 / 6.932	eV
2S+1	2
molar mass	489.38	g mol⁻¹
F_max	0.0073	hartree/bohr
<S²>	1.12

---

Copy entry 2 word for word.
# C4H6N2

The molecule C4H6N2 at a distorted geometry (ωB97M-V with the def2-TZVPD basis set, the Open Molecules 2025 dataset).

Element x y z (Å)
N (-2.11, -0.01, 0.01)
C (-0.65, 0.08, -0.20)
C (0.18, 1.13, 0.02)
C (1.44, 0.70, 0.12)
N (1.34, -0.70, 0.22)
C (0.06, -1.13, -0.14)
H (-2.68, 0.81, 0.18)
H (-2.62, -0.73, 0.59)
H (-0.10, 2.33, -0.31)
H (2.42, 1.30, -0.27)
H (2.09, -1.31, -0.49)
H (0.03, -2.15, -0.14)

Results
highest occupied orbital energy	-0.2803	Eh
LUMO level	0.0362	hartree
frontier orbital gap	8.611	eV
ΔE to the lowest compared entry with this formula, charge and spin	327.2	kJ/mol
structure (SMILES)	Nc1cc[nH]c1
molar mass	82.11	g mol⁻¹
F_max	0.1437	hartree/bohr

---

F_max of number 5 (C21H23AsNO7PdSSi)?
0.0126 hartree/bohr

---

F_max of number 5 (C21H23AsNO7PdSSi)?
0.0126 hartree/bohr

---

Which of these has the highest molar mass?
C46H36IN4O2ReS2